{"formula": "C5H5BrN2O2", "method": "ωB97M-V/def2-TZVPD", "symbols": ["Br", "O", "O", "N", "N", "C", "C", "C", "C", "C", "H", "H", "H", "H", "H"], "positions_angstrom": [[2.679, 0.719, -2.694], [-1.890, 0.864, -3.988], [-1.363, -1.361, -3.792], [0.644, 0.774, -0.703], [0.649, -0.257, -0.078], [1.900, 1.285, -0.946], [-1.643, -0.247, -3.869], [0.142, -1.119, 0.652], [-0.809, -0.847, 1.915], [-2.018, -0.874, 1.455], [2.073, 2.321, -0.884], [-2.429, -0.818, 0.475], [2.544, 0.946, -0.203], [-0.552, -0.798, 2.988], [0.431, -2.215, 0.519]], "total_charge": 0, "gap_ev": [8.4, 7.3], "e_tot_ev": -82377.8149, "lumo_energy_ev": [-0.556, -0.608], "fmax_ev_per_a": 3.9, "e_above_lowest_kcal_mol": 110.29}



{"formula": "C4H10NO2S", "method": "ωB97M-V/def2-TZVPD", "symbols": ["S", "O", "O", "N", "C", "C", "C", "C", "H", "H", "H", "H", "H", "H", "H", "H", "H", "H"], "positions_angstrom": [[-2.196, 0.538, 1.445], [-1.033, 1.663, -1.396], [-0.738, 3.429, 0.668], [1.522, -0.541, -0.309], [1.346, -1.980, -0.620], [0.281, 0.220, -0.075], [-0.631, 0.534, -1.208], [-0.751, -0.523, 0.950], [-0.606, 2.857, -0.166], [2.042, -0.521, 0.576], [-1.329, 2.783, 1.159], [-0.101, -0.584, 1.897], [2.332, -2.602, -0.530], [-1.289, -1.472, 0.686], [0.564, 1.115, 0.405], [0.973, -2.036, -1.752], [-1.044, -0.301, -1.753], [0.657, -2.580, 0.021]], "total_charge": -1, "gap_ev": 6.3, "e_tot_ev": -20730.1939, "lumo_energy_ev": 3.408, "fmax_ev_per_a": 3.0, "e_above_lowest_kcal_mol": 63.27}



{"formula": "BrIO2S2", "method": "ωB97M-V/def2-TZVPD", "symbols": ["I", "Br", "S", "S", "O", "O"], "positions_angstrom": [[0.901, -1.059, -2.263], [-3.025, 0.437, 0.547], [1.331, 0.740, 1.078], [-0.904, -0.234, -0.832], [-0.009, 0.715, 0.040], [1.707, -0.598, 1.430]], "total_charge": 0, "gap_ev": [5.2, 7.3], "e_tot_ev": -103905.2029, "lumo_energy_ev": [-3.871, -2.093], "fmax_ev_per_a": 1.6, "e_above_lowest_kcal_mol": 46.84}



{"formula": "C25H33N2O2S", "method": "ωB97M-V/def2-TZVPD", "symbols": ["S", "O", "O", "N", "N", "C", "C", "C", "C", "C", "C", "C", "C", "C", "C", "C", "C", "C", "C", "C", "C", "C", "C", "C", "C", "C", "C", "C", "C", "C", "H", "H", "H", "H", "H", "H", "H", "H", "H", "H", "H", "H", "H", "H", "H", "H", "H", "H", "H", "H", "H", "H", "H", "H", "H", "H", "H", "H", "H", "H", "H", "H", "H"], "positions_angstrom": [[2.721, -2.056, -0.280], [0.473, -1.131, 1.461], [0.364, 5.677, 2.954], [-5.437, -2.728, -0.210], [0.323, 3.248, 1.768], [-0.408, 5.565, 1.750], [2.351, 1.024, -0.313], [-0.185, 3.276, 3.147], [-1.741, -3.175, -0.084], [-1.319, -1.851, 0.048], [-3.611, -1.108, -0.102], [3.113, 1.047, -1.539], [1.394, 1.979, 0.003], [0.929, 2.146, 1.317], [-2.262, -0.820, 0.039], [1.089, -1.814, -0.691], [0.165, 4.583, 3.844], [3.256, -3.262, -1.539], [4.409, 0.466, -1.609], [-3.097, -3.487, -0.163], [-6.063, -3.144, -1.454], [2.648, 1.755, -2.678], [5.219, 0.646, -2.727], [3.475, 1.966, -3.779], [0.072, 4.393, 0.906], [4.762, 1.408, -3.811], [2.700, -3.090, 1.207], [-4.053, -2.452, -0.165], [0.137, -1.562, 0.334], [-6.118, -3.260, 0.959], [-7.190, -3.048, 0.851], [1.634, 2.162, -2.660], [-1.924, 0.207, 0.140], [4.351, -3.229, -1.566], [2.332, -4.087, 0.947], [-0.643, 4.852, 4.548], [1.041, 2.677, -0.766], [2.848, -2.943, -2.501], [-7.136, -2.916, -1.394], [-5.986, -4.352, 1.039], [5.401, 1.554, -4.682], [-1.281, 3.152, 3.139], [3.103, 2.542, -4.629], [0.981, 4.692, 0.360], [-0.217, 6.514, 1.231], [-4.371, -0.325, -0.136], [-3.441, -4.524, -0.210], [-5.949, -4.229, -1.617], [0.773, -1.977, -1.721], [-0.695, 4.137, 0.162], [4.792, -0.061, -0.730], [0.277, 2.439, 3.683], [-1.487, 5.454, 1.962], [2.067, -2.592, 1.941], [1.106, 4.453, 4.399], [-5.741, -2.786, 1.872], [2.710, 0.397, 0.509], [-5.617, -2.603, -2.296], [1.110, 1.369, 2.068], [2.895, -4.253, -1.246], [3.735, -3.131, 1.562], [6.208, 0.182, -2.755], [-0.995, -3.969, -0.098]], "total_charge": 1, "gap_ev": 5.6, "e_tot_ev": -44361.5251, "lumo_energy_ev": -4.231, "fmax_ev_per_a": 2.1}



{"formula": "C4H7NO2", "method": "ωB97M-V/def2-TZVPD", "symbols": ["O", "O", "N", "C", "C", "C", "C", "H", "H", "H", "H", "H", "H", "H"], "positions_angstrom": [[-1.473, -0.880, -0.119], [1.284, -1.933, -0.461], [1.143, 0.118, 0.595], [1.503, -0.757, -0.409], [-1.065, 1.472, 0.244], [-1.873, 0.251, -0.145], [0.482, 1.350, 0.285], [0.826, 1.524, -0.746], [-1.581, 1.966, 1.068], [2.042, -0.245, -1.236], [-2.831, 0.484, -0.660], [0.798, 2.246, 0.824], [1.370, -0.087, 1.552], [-1.273, 2.127, -0.599]], "smiles": "O=CCCNC=O", "total_charge": 0, "gap_ev": 10.1, "e_tot_ev": -9845.1966, "lumo_energy_ev": 0.797, "fmax_ev_per_a": 1.5, "e_above_lowest_kcal_mol": 48.04}



{"formula": "C2H8N2", "method": "ωB97M-V/def2-TZVPD", "symbols": ["N", "N", "C", "C", "H", "H", "H", "H", "H", "H", "H", "H"], "positions_angstrom": [[-0.677, 0.282, 0.753], [0.030, 0.145, -1.556], [0.065, 0.941, -0.319], [0.004, -0.924, 1.223], [1.101, 1.020, 0.031], [-0.285, 1.967, -0.395], [-0.633, -1.570, 1.825], [0.816, -0.568, 1.849], [0.930, -0.309, -1.682], [-0.121, 0.616, -2.441], [-1.545, -0.026, 0.310], [0.316, -1.575, 0.404]], "smiles": "CNCN", "total_charge": 0, "gap_ev": 10.1, "e_tot_ev": -5183.3804, "lumo_energy_ev": 1.169, "fmax_ev_per_a": 0.8, "e_above_lowest_kcal_mol": 8.24}